C15H30GeHfN6O2SSe5 | the ωB97M-V functional and the def2-TZVPD basis

Max |F| (eV/Å): 0.75
ΔE to the lowest compared entry with this formula, charge and spin (kcal/mol): 44.39
Gap between HOMO and LUMO (eV): 4.71
Highest occupied orbital energy (Eh): -0.030
E (hartree): -15598.93911
LUMO level (eV): 3.8856

Geometry as ORCA input:
```
! wB97M-V def2-TZVPD RIJCOSX def2/J DEFGRID3
* xyz -2 1
Hf -0.3916 0.2464 1.6211
N 0.8453 2.3755 1.5187
C 0.8807 3.4990 0.5660
C -0.1103 4.6256 0.8911
C -1.3447 4.7649 0.0020
C -2.4039 3.7068 0.2659
N -1.8750 2.3864 -0.0266
H 0.7012 2.7009 2.4764
H 1.7820 1.9683 1.5472
H 0.7204 3.1090 -0.4399
H 1.8928 3.9227 0.5838
H 0.4376 5.5725 0.8498
H -0.4328 4.5113 1.9304
H -1.0500 4.7385 -1.0549
H -1.7779 5.7569 0.1741
H -3.3223 3.9335 -0.2988
H -2.6661 3.7255 1.3265
H -1.7003 2.2975 -1.0245
H -2.4815 1.6029 0.2470
Se -2.1311 1.5544 3.1934
Se -0.9917 3.1375 4.5122
Se 0.3232 1.6989 5.7804
Se 1.2696 0.4195 4.0483
O 0.6065 -3.7077 2.0296
N 0.6994 -2.5207 1.7723
O -0.1982 -1.7982 2.3247
C -2.0559 -3.3583 -0.4974
Ge -2.9246 -1.5836 -0.2810
C -4.7966 -2.1124 0.1634
C -3.0967 -0.9094 -2.1473
C -2.2922 -0.3451 1.0049
H -2.7079 -3.9880 -1.1084
H -1.9066 -3.8300 0.4748
H -1.0835 -3.2661 -0.9799
H -5.1703 -2.8695 -0.5298
H -5.4486 -1.2378 0.1220
H -4.8393 -2.5143 1.1771
H -3.7585 -1.5740 -2.7079
H -2.1351 -0.8587 -2.6577
H -3.5325 0.0917 -2.1353
H -2.7764 -0.7331 1.9236
C 4.8792 -0.6536 -2.4848
C 3.5528 -1.2697 -2.2070
C 3.3346 -2.5825 -1.9333
C 2.0262 -2.9701 -1.5614
N 1.0414 -2.0997 -1.4106
C 1.2989 -0.8040 -1.5720
S 0.1979 0.4303 -1.1714
N 2.4923 -0.4306 -2.1307
C 1.7076 -4.3975 -1.2797
H 5.6189 -1.4183 -2.7069
H 5.1835 -0.1223 -1.5785
H 4.8276 0.0562 -3.3114
H 4.1493 -3.2896 -1.9517
H 2.6565 0.5662 -2.1386
H 2.5620 -5.0476 -1.4596
H 0.8585 -4.7110 -1.8888
H 1.3901 -4.4681 -0.2335
Se 3.1718 0.0837 0.8662
C 4.6607 -0.7501 1.5752
N 5.6338 -1.2611 1.9410
*
```

Atomic partial charges in e from the Löwdin method, atoms 1 to 8:
1 Hf 0.94
2 N -0.16
3 C -0.27
4 C -0.20
5 C -0.22
6 C -0.31
7 N -0.06
8 H -0.04

***

C21H21N3O | the ωB97M-V functional and the def2-TZVPD basis

Max |F| (eV/Å): 16.51
ΔE to the lowest compared entry with this formula, charge and spin (kcal/mol): 396.72
Gap between HOMO and LUMO (eV): 7.69
Highest occupied orbital energy (Eh): -0.283
E (hartree): -1051.74073
LUMO level (eV): -0.0242

Geometry as ORCA input:
```
! wB97M-V def2-TZVPD RIJCOSX def2/J DEFGRID3
* xyz 0 1
C -5.9000 -3.6262 5.4376
C -5.4219 -3.1482 4.1772
C -6.2056 -2.8310 3.2073
C -5.6807 -2.2249 1.8968
C -4.3282 -2.1014 1.5648
C -3.4220 -2.2609 2.7248
C -3.9721 -2.6743 3.8794
H -3.1963 -3.2593 4.7236
H -2.2624 -2.2640 2.6511
N -3.8674 -1.4541 0.5318
C -2.4118 -1.1267 0.2662
N -1.3437 -1.4185 0.9010
C -0.3921 -1.1284 0.2725
C -0.0327 -0.4803 -0.6964
C -1.1226 -0.3703 -1.6877
C -2.4096 -0.4385 -1.1807
H -3.4130 -0.3752 -1.8946
H -1.0525 0.2238 -2.6519
C 1.3455 -0.3199 -1.0595
O 2.3104 -0.7032 -0.6288
N 1.5707 0.7328 -2.1438
H 0.8272 1.5481 -2.2310
C 2.8687 1.2890 -2.3689
H 3.5479 0.6208 -2.1826
H 2.9810 1.2084 -3.5103
C 3.1877 2.4749 -1.6674
C 4.5201 2.9575 -2.2666
C 5.7953 2.2245 -1.4171
C 7.0245 2.7797 -1.9628
C 7.1420 3.6744 -2.8913
C 6.1840 4.1823 -3.3938
C 4.8823 3.8131 -3.1644
H 3.9793 4.4038 -3.4764
H 6.2222 5.0295 -4.3421
H 8.2009 3.9177 -3.2692
H 7.9251 2.1219 -1.2940
H 5.6044 1.3698 -0.8526
H 3.1438 2.5381 -0.5327
H 2.5654 3.3432 -1.8969
H 0.6505 -1.1512 1.2170
H -4.7037 -1.1175 -0.0719
H -6.2152 -1.6519 1.1977
H -7.1557 -2.7884 3.1051
H -5.6415 -4.6716 5.3023
H -6.7803 -3.5994 5.4143
H -5.5480 -3.2679 6.2647
*
```

Atomic partial charges in e from the Löwdin method, atoms 1 to 8:
1 C -0.02
2 C -0.28
3 C -0.03
4 C 0.02
5 C -0.33
6 C -0.06
7 C -0.03
8 H 0.17

***

CH3Cl2OPS | the ωB97M-V functional and the def2-TZVPD basis

Max |F| (eV/Å): 2.94
ΔE to the lowest compared entry with this formula, charge and spin (kcal/mol): 117.77
Gap between HOMO and LUMO (spin up / spin down) (eV): 7.14 / 7.14
Highest occupied orbital energy (spin up / spin down) (Eh): -0.372 / -0.372
E (hartree): -1774.97559
LUMO level (spin up / spin down) (eV): -2.9921 / -2.9935

Geometry as ORCA input:
```
! wB97M-V def2-TZVPD RIJCOSX def2/J DEFGRID3
* xyz 0 1
C -0.9835 -0.5644 -0.4542
O 2.4233 1.5544 0.9333
P -0.1826 0.1827 1.0943
S 1.5509 0.9007 -0.0479
Cl -1.6116 0.7240 -1.5143
Cl 2.0584 -1.8466 0.0094
H -1.9701 -1.1024 -0.2754
H -0.1863 -1.1837 -0.7640
H -1.0985 1.3353 1.0188
*
```

Atomic partial charges in e from the Löwdin method, atoms 1 to 8:
1 C -0.91
2 O -0.55
3 P 0.62
4 S 0.63
5 Cl 0.46
6 Cl -0.14
7 H 0.06
8 H -0.09

***

C7H14IrPS | the ωB97M-V functional and the def2-TZVPD basis

Max |F| (eV/Å): 5.13
ΔE to the lowest compared entry with this formula, charge and spin (kcal/mol): 12.33
Gap between HOMO and LUMO (spin up / spin down) (eV): 6.76 / 5.46
Highest occupied orbital energy (spin up / spin down) (Eh): -0.355 / -0.429
E (hartree): -1118.43517
LUMO level (spin up / spin down) (eV): -2.9077 / -6.2032

Geometry as ORCA input:
```
! wB97M-V def2-TZVPD RIJCOSX def2/J DEFGRID3
* xyz 1 6
C -1.4162 0.9619 -1.5038
C -0.7822 1.6762 -2.5778
C -0.3815 2.9356 -2.0749
C -0.7063 3.0537 -0.6989
C -1.2740 1.7879 -0.3116
Ir -0.7065 -1.2085 0.7086
P -0.7822 -2.7592 -0.8770
H -1.8863 -0.0175 -1.5488
H -0.4950 1.2559 -3.5364
H 0.0170 3.7397 -2.6971
H -1.5824 1.4990 0.6877
H -0.4684 3.8759 -0.0331
H 0.5155 -3.2482 -1.3185
H -1.4656 -2.5588 -2.1505
H -1.4149 -3.9522 -0.3620
C 1.1944 0.5948 2.1820
S 1.3252 -0.6660 0.8692
C 1.6159 -2.1832 1.8787
H 0.2563 1.1548 2.1100
H 2.0408 1.2411 1.9390
H 1.3401 0.1557 3.1712
H 2.2059 -1.8485 2.7332
H 0.6615 -2.6440 2.1826
H 2.1889 -2.8461 1.2282
*
```

Atomic partial charges in e from the Löwdin method, atoms 1 to 8:
1 C -0.12
2 C -0.02
3 C -0.08
4 C -0.03
5 C -0.12
6 Ir 0.61
7 P 0.44
8 H 0.04

***

C14H19ClN3O2OsP | the ωB97M-V functional and the def2-TZVPD basis

Max |F| (eV/Å): 5.25
Gap between HOMO and LUMO (spin up / spin down) (eV): 6.60 / 5.43
Highest occupied orbital energy (spin up / spin down) (Eh): -0.492 / -0.584
E (hartree): -1751.08934
LUMO level (spin up / spin down) (eV): -6.7766 / -10.4516

Geometry as ORCA input:
```
! wB97M-V def2-TZVPD RIJCOSX def2/J DEFGRID3
* xyz 2 5
Cl -1.6024 -2.1729 -1.3107
C 2.0945 -2.5551 -2.9523
C 2.8487 -1.3688 -2.8178
C 2.0129 -0.2742 -3.1637
H 3.8751 -1.3018 -2.4990
C 0.7337 -0.7802 -3.5014
C 0.8022 -2.1942 -3.3925
H -0.0337 -2.8592 -3.5114
H 2.4402 -3.5549 -2.7498
H 2.2976 0.7650 -3.1593
C -0.4526 0.0016 -3.9446
Os 1.1426 -1.2258 -1.1250
C 2.5629 -0.4849 -0.0490
C 1.0017 -2.5329 0.3281
O 3.4299 -0.0396 0.6076
O 0.8434 -3.3190 1.1752
H -0.4901 0.9705 -3.4495
H -1.3650 -0.5405 -3.7024
H -0.4320 0.1766 -5.0237
C -0.5969 1.1890 3.6689
N 0.1315 1.8685 2.5848
C -0.8013 2.7024 1.7808
N -1.9391 1.9149 1.2386
C -2.6411 1.2464 2.3532
N -1.7159 0.4020 3.1300
C -1.2223 -0.6995 2.3062
P -0.2800 -0.1571 0.8254
C 0.8795 0.9166 1.7442
C -1.5306 0.9642 0.1640
H -0.9843 1.9419 4.3900
H 0.0936 0.5394 4.2561
H -0.2546 3.2139 0.9622
H -1.2001 3.5115 2.4352
H -3.4918 0.6402 1.9796
H -3.0796 2.0107 3.0330
H -0.5614 -1.3508 2.9213
H -2.0708 -1.3378 1.9792
H 1.4633 1.5225 1.0224
H 1.5749 0.3083 2.3627
H -2.4034 0.4006 -0.2265
H -1.0812 1.5431 -0.6695
*
```

Atomic partial charges in e from the Löwdin method, atoms 1 to 8:
1 Cl 0.03
2 C -0.10
3 C -0.15
4 C -0.09
5 H 0.13
6 C -0.37
7 C -0.11
8 H 0.11

***

C30H16BrCeN5O2Se | the ωB97M-V functional and the def2-TZVPD basis

Max |F| (eV/Å): 1.07
ΔE to the lowest compared entry with this formula, charge and spin (kcal/mol): 0.00
Gap between HOMO and LUMO (spin up / spin down) (eV): 6.91 / 6.92
Highest occupied orbital energy (spin up / spin down) (Eh): -0.391 / -0.391
E (hartree): -7027.56441
LUMO level (spin up / spin down) (eV): -3.7146 / -3.7096

Geometry as ORCA input:
```
! wB97M-V def2-TZVPD RIJCOSX def2/J DEFGRID3
* xyz 1 2
Ce -0.4963 -0.0545 -0.9369
Se 5.0519 5.9617 -1.0338
N 5.1648 4.1960 -1.0944
C 3.9381 3.7484 -1.1501
C 3.5997 2.3295 -1.2062
C 4.5740 1.3300 -1.1598
C 4.1922 0.0099 -1.2035
C 2.8388 -0.2786 -1.3006
N 1.8978 0.6625 -1.3411
C 2.2609 1.9602 -1.2920
C 1.1876 2.9743 -1.2926
N -0.0856 2.5374 -1.3428
C -1.0653 3.4309 -1.2921
C -0.8452 4.8004 -1.2037
C 0.4503 5.2536 -1.1610
C 1.4953 4.3284 -1.2031
C 2.8964 4.7370 -1.1482
N 3.2826 5.9844 -1.0904
H 5.6145 1.6203 -1.0858
H 4.9151 -0.7922 -1.1643
H 2.4941 -1.3053 -1.3420
H -2.0749 3.0418 -1.3171
H -1.6848 5.4798 -1.1665
H 0.6870 6.3076 -1.0920
Br -3.4182 0.4375 -0.7652
C -3.4763 0.3819 1.1850
C -4.7249 0.2686 1.7030
C -4.8551 0.2027 3.1085
C -3.7417 0.2368 3.8949
C -2.4447 0.3464 3.3314
C -1.2890 0.3559 4.1538
C -0.0460 0.4614 3.6046
C 0.0922 0.5794 2.2032
C -0.9748 0.5726 1.3412
C -2.2700 0.4384 1.9230
H -5.5976 0.2261 1.0659
H -5.8422 0.1199 3.5435
H -3.8331 0.1777 4.9736
H -1.4164 0.2686 5.2267
H 0.8326 0.4510 4.2383
H 1.1073 0.6631 1.8137
O -0.6759 -2.5270 -3.3900
C -0.5185 -3.0359 -2.2995
N -0.2607 -2.2870 -1.1601
C -0.3052 -3.0892 -0.0301
O -0.2508 -2.6127 1.0846
C -0.4588 -4.5060 -0.4918
C -0.4812 -5.6943 0.2042
C -0.6271 -6.8675 -0.5338
C -0.7530 -6.8355 -1.9190
C -0.7383 -5.6280 -2.6157
C -0.5852 -4.4737 -1.8790
H -0.3875 -5.7159 1.2823
H -0.6434 -7.8202 -0.0207
H -0.8649 -7.7638 -2.4638
H -0.8407 -5.5949 -3.6926
*
```

Atomic partial charges in e from the Löwdin method, atoms 1 to 8:
1 Ce 1.22
2 Se 1.19
3 N -0.21
4 C -0.34
5 C -0.07
6 C 0.04
7 C 0.00
8 C -0.08

***

C34H39CaIN8O2 | the ωB97M-V functional and the def2-TZVPD basis

Max |F| (eV/Å): 0.18
ΔE to the lowest compared entry with this formula, charge and spin (kcal/mol): 19.98
Gap between HOMO and LUMO (eV): 7.18
Highest occupied orbital energy (Eh): -0.451
E (hartree): -2882.55260
LUMO level (eV): -5.0942

Geometry as ORCA input:
```
! wB97M-V def2-TZVPD RIJCOSX def2/J DEFGRID3
* xyz 2 1
Ca -0.3486 -0.9296 0.4947
C 0.6214 -3.5800 2.2200
N 0.1226 -2.2357 2.5441
C -1.1679 -2.3133 3.2434
C -2.2677 -2.8524 2.3631
C -3.2530 -3.6724 2.8899
C -4.2856 -4.0999 2.0718
C -4.2960 -3.7000 0.7465
C -3.2693 -2.8905 0.2987
N -2.2698 -2.4673 1.0786
C 1.0791 -1.4508 3.3350
C 2.2148 -0.8360 2.5458
C 3.4955 -0.8004 3.0759
C 4.4985 -0.1432 2.3808
C 4.1907 0.4502 1.1675
C 2.8907 0.3585 0.7038
N 1.9162 -0.2616 1.3727
C 1.6645 -3.5804 1.1304
C 2.8181 -4.3379 1.2544
C 3.7509 -4.3251 0.2296
C 3.5026 -3.5431 -0.8845
C 2.3248 -2.8180 -0.9254
N 1.4107 -2.8328 0.0470
H -0.2228 -4.1749 1.8637
H 1.0128 -4.0758 3.1164
H -1.4403 -1.2964 3.5372
H -1.0964 -2.9176 4.1559
H -3.2090 -3.9690 3.9292
H -5.0660 -4.7390 2.4628
H -5.0781 -4.0105 0.0689
H -3.2420 -2.5629 -0.7340
H 1.4837 -2.0424 4.1654
H 0.5159 -0.6233 3.7692
H 3.7003 -1.2786 4.0246
H 5.5032 -0.0999 2.7796
H 4.9398 0.9690 0.5865
H 2.6180 0.7938 -0.2527
H 2.9828 -4.9279 2.1462
H 4.6582 -4.9092 0.3070
H 4.2025 -3.4902 -1.7060
H 2.1104 -2.1839 -1.7794
C -0.4430 1.9404 4.3599
C -0.2893 2.6207 3.0335
N 0.1423 3.8449 3.0159
C 0.2712 4.5024 1.8334
C -0.0492 3.9554 0.6318
C 0.0579 4.8118 -0.5968
O 1.0378 4.3348 -1.5396
C -0.5010 2.5917 0.5926
C -0.9937 2.0826 -0.6389
N -1.3715 0.8718 -0.9680
C -2.1388 0.8022 -2.1466
C -3.0666 1.8107 -2.4648
C -3.8400 1.7612 -3.6174
C -3.7211 0.6908 -4.4944
C -2.8352 -0.3353 -4.1906
C -2.0663 -0.2801 -3.0350
I -0.7965 -1.8923 -2.6543
C -0.6103 1.8805 1.8215
O -0.9840 0.6664 1.9069
H -0.5627 2.6932 5.1347
H 0.4528 1.3612 4.5993
H -1.2974 1.2647 4.3598
H 0.6226 5.5251 1.9033
H 0.2917 5.8349 -0.3024
H -0.8864 4.8547 -1.1434
H 1.8956 4.6663 -1.2520
H -1.0987 2.8469 -1.4123
H -3.2254 2.6137 -1.7566
H -4.5612 2.5456 -3.8071
H -4.3364 0.6284 -5.3817
H -2.7552 -1.1922 -4.8466
N -0.7976 2.4373 -4.9668
C 0.5462 2.7222 -4.3385
C 1.0690 1.4631 -3.6480
N 2.2267 1.6866 -2.8121
H -1.1624 3.2541 -5.4583
H -1.4908 2.1709 -4.2514
H -0.7473 1.6683 -5.6368
H 0.4032 3.5281 -3.6193
H 1.2106 3.0634 -5.1308
H 1.3041 0.6974 -4.3924
H 0.2721 1.0590 -3.0210
H 2.0504 2.4348 -2.1498
H 3.0577 1.9121 -3.3435
*
```

Atomic partial charges in e from the Löwdin method, atoms 1 to 8:
1 Ca 1.23
2 C -0.11
3 N -0.24
4 C -0.13
5 C -0.27
6 C 0.00
7 C -0.02
8 C -0.04

***

C8H22HgO8 | the ωB97M-V functional and the def2-TZVPD basis

Max |F| (eV/Å): 4.14
ΔE to the lowest compared entry with this formula, charge and spin (kcal/mol): 155.17
Gap between HOMO and LUMO (eV): 3.51
Highest occupied orbital energy (Eh): -0.296
E (hartree): -1073.03583
LUMO level (eV): -4.5527

Geometry as ORCA input:
```
! wB97M-V def2-TZVPD RIJCOSX def2/J DEFGRID3
* xyz 0 1
Hg 20.0783 10.9312 16.0783
C 25.3656 12.3314 16.3870
C 23.9491 11.8474 16.1684
O 23.1424 12.4322 15.3967
O 23.3845 11.0716 16.9184
H 25.9336 11.6503 15.7534
H 25.6683 12.1223 17.4130
H 25.5629 13.3819 16.1735
C 17.9166 13.1888 20.7034
C 18.6285 12.5248 19.4452
O 18.7073 11.3058 19.3961
O 18.8654 13.1825 18.4508
H 16.8329 13.2013 20.5865
H 18.3257 14.1820 20.8888
H 18.0214 12.5609 21.5882
C 21.5792 8.9643 12.7120
O 20.3812 9.1243 13.4423
H 21.5256 9.7152 11.9237
H 22.4842 9.2800 13.2311
H 21.6139 7.9784 12.2485
H 19.8061 8.5601 12.9203
C 15.5035 11.3307 16.0918
O 16.4627 10.3030 15.9861
H 14.4888 11.1179 15.7554
H 15.3888 11.6282 17.1341
H 15.8456 12.2385 15.5948
H 16.0486 9.5173 16.3506
C 18.1280 13.3734 12.7437
O 18.6664 13.2803 14.0291
H 18.7486 12.9250 11.9679
H 17.0910 13.0395 12.7782
H 18.0543 14.4399 12.5307
H 18.1575 13.7135 14.7182
C 21.4784 6.7873 16.8019
O 20.3324 7.6398 16.9481
H 22.4198 7.3353 16.8431
H 21.4797 6.1267 17.6689
H 21.5619 6.1243 15.9408
H 19.5030 7.1574 16.9154
*
```

Atomic partial charges in e from the Löwdin method, atoms 1 to 8:
1 Hg 1.14
2 C 0.00
3 C -0.76
4 O 0.02
5 O -0.02
6 H 0.08
7 H 0.08
8 H 0.08